Entry 1:
33
Properties=species:S:1:pos:R:3:lowdin_charge:R:1 method="wB97M-V/def2-TZVPD" smiles="CCOCOC(=O)N(OC[C@H](C)O)P(=O)(O)O" spin_multiplicity=1 total_energy_ha=-1274.38188 homo_energy_ev=-10.30 gap_ha=0.388
C 3.230 1.821 -0.580 -0.076
C 3.442 0.344 -0.862 -0.222
O 2.494 -0.547 -0.261 -0.128
C 1.978 -0.157 0.974 -0.215
O 1.363 -1.334 1.477 0.013
C 0.161 -1.049 2.076 -0.525
O 0.042 -0.410 3.071 0.189
N -0.905 -1.568 1.327 -0.057
O -2.041 -0.768 1.376 -0.072
C -1.884 0.534 0.806 -0.140
C -3.182 0.886 0.063 -0.384
C -3.075 0.633 -1.441 -0.031
O -3.517 2.245 0.328 -0.035
P -0.728 -2.411 -0.157 0.425
O -2.009 -2.945 -0.578 -0.219
O -0.091 -1.442 -1.254 -0.103
O 0.402 -3.475 0.164 -0.074
H 3.492 2.101 0.439 0.078
H 3.847 2.394 -1.271 0.084
H 2.196 2.112 -0.778 0.083
H 3.346 0.181 -1.935 0.123
H 4.454 0.036 -0.585 0.125
H 1.219 0.626 0.856 0.134
H 2.738 0.188 1.679 0.152
H -1.719 1.267 1.600 0.132
H -1.030 0.572 0.123 0.108
H -3.958 0.258 0.496 0.152
H -3.723 1.338 -1.964 0.081
H -3.398 -0.373 -1.703 0.085
H -2.056 0.780 -1.803 0.073
H -2.860 2.801 -0.099 0.090
H 0.775 -1.070 -0.994 0.055
H 0.997 -3.568 -0.588 0.098


Entry 2:
24
Properties=species:S:1:pos:R:3:lowdin_charge:R:1 method="wB97M-V/def2-TZVPD" smiles="CCC(C)=C(C)C.O" de_lowest_kcal_mol=23.1 spin_multiplicity=1 total_energy_ha=-351.51709 homo_energy_ev=-8.42 gap_ha=0.340
C -0.788 -0.181 2.211 -0.110
C 0.137 -1.145 1.421 -0.213
C 0.622 -0.500 0.115 -0.295
C 1.937 0.194 0.218 -0.075
C -0.144 -0.512 -1.033 -0.274
C 0.423 -0.029 -2.420 -0.058
C -1.557 -1.054 -1.084 -0.074
H -0.229 0.270 3.048 0.069
H -1.590 -0.816 2.625 0.071
H -1.250 0.628 1.620 0.062
H 0.919 -1.450 2.143 0.112
H -0.463 -2.043 1.176 0.100
H 2.144 0.780 -0.693 0.070
H 2.711 -0.585 0.318 0.090
H 2.000 0.866 1.091 0.083
H -0.020 -0.629 -3.233 0.073
H 1.514 -0.185 -2.422 0.064
H 0.219 1.037 -2.618 0.078
H -1.503 -2.134 -1.303 0.088
H -2.124 -0.559 -1.890 0.080
H -2.102 -0.915 -0.135 0.068
O -0.249 3.335 0.086 -0.083
H -1.054 2.777 0.177 0.040
H 0.448 2.849 0.582 0.033


Entry 3:
24
Properties=species:S:1:pos:R:3:lowdin_charge:R:1 method="wB97M-V/def2-TZVPD" smiles="C=CCCCCC.O" de_lowest_kcal_mol=40.9 spin_multiplicity=1 total_energy_ha=-351.48882 homo_energy_ev=-9.40 gap_ha=0.376
C -0.988 2.071 -1.180 -0.015
C -1.203 1.669 0.071 -0.199
C -1.807 0.413 0.663 -0.182
C -1.485 -0.892 -0.164 -0.210
C -0.085 -1.101 -0.651 -0.243
C 0.985 -1.012 0.446 -0.252
C 1.160 -2.257 1.349 -0.081
H -1.243 1.544 -2.093 0.057
H -0.706 3.102 -1.338 0.049
H -0.752 2.326 0.823 0.099
H -2.888 0.591 0.556 0.117
H -1.358 0.317 1.650 0.097
H -2.236 -1.018 -0.941 0.105
H -1.739 -1.682 0.553 0.101
H 0.047 -2.031 -1.241 0.118
H 0.183 -0.406 -1.479 0.092
H 1.921 -0.614 0.127 0.059
H 0.582 -0.200 1.085 0.097
H 0.202 -2.796 1.302 0.066
H 1.894 -2.956 0.963 0.066
H 1.299 -1.975 2.372 0.059
O 2.492 1.310 -0.448 -0.058
H 3.378 1.407 -0.820 0.049
H 2.041 0.752 -1.081 0.011


Entry 4:
24
Properties=species:S:1:pos:R:3:lowdin_charge:R:1 method="wB97M-V/def2-TZVPD" smiles="C=CCCCCC.O" de_lowest_kcal_mol=25.3 spin_multiplicity=1 total_energy_ha=-351.51364 homo_energy_ev=-9.71 gap_ha=0.390
C 0.097 -0.036 -2.827 -0.009
C 0.769 -0.235 -1.709 -0.187
C 1.136 0.806 -0.668 -0.187
C -0.134 1.445 -0.076 -0.218
C -0.988 0.529 0.796 -0.230
C -0.224 -0.303 1.812 -0.272
C 0.612 0.507 2.788 -0.111
H -0.312 0.924 -3.128 0.060
H -0.249 -0.830 -3.487 0.050
H 1.210 -1.196 -1.538 0.086
H 1.603 1.617 -1.219 0.110
H 1.762 0.403 0.120 0.094
H -0.790 1.857 -0.830 0.100
H 0.167 2.309 0.516 0.103
H -1.746 1.147 1.295 0.111
H -1.610 -0.107 0.165 0.100
H -0.935 -0.931 2.362 0.107
H 0.385 -1.049 1.293 0.102
H 1.543 0.878 2.364 0.064
H 0.055 1.374 3.169 0.079
H 0.818 -0.065 3.688 0.066
O -0.917 -3.272 -1.380 -0.066
H -0.414 -2.794 -2.047 0.002
H -1.840 -2.976 -1.460 0.045


Entry 5:
24
Properties=species:S:1:pos:R:3:lowdin_charge:R:1 method="wB97M-V/def2-TZVPD" de_lowest_kcal_mol=66.7 spin_multiplicity=1 total_energy_ha=-351.44761 homo_energy_ev=-7.88 gap_ha=0.321
C 0.074 0.249 0.584 -0.478
C 0.269 0.119 -0.846 -0.272
C -1.491 -0.521 -1.351 -0.156
C -0.211 -0.983 1.417 -0.058
C 1.947 0.719 0.934 0.000
C -0.722 1.454 1.053 -0.069
C 1.207 -0.896 -1.458 -0.090
O -2.651 0.001 -0.756 -0.094
H -3.260 0.364 -1.412 0.092
H 0.326 1.084 -1.348 0.122
H -1.476 -0.351 -2.431 0.088
H -1.464 -1.592 -1.149 0.089
H -1.790 1.225 1.100 0.072
H 0.069 -0.800 2.459 0.086
H 0.331 -1.862 1.067 0.074
H -1.281 -1.211 1.420 0.085
H 2.345 1.473 0.254 0.044
H 2.540 -0.196 0.945 0.038
H 1.896 1.134 1.942 0.032
H -0.437 1.731 2.072 0.078
H -0.576 2.316 0.399 0.087
H 1.242 -1.828 -0.892 0.075
H 0.891 -1.136 -2.478 0.078
H 2.221 -0.495 -1.525 0.076


Entry 6:
25
Properties=species:S:1:pos:R:3:lowdin_charge:R:1 method="wB97M-V/def2-TZVPD" smiles="C=C(C)CCCCO.O" de_lowest_kcal_mol=82.8 spin_multiplicity=1 total_energy_ha=-426.68394 homo_energy_ev=-9.21 gap_ha=0.362
C -1.543 -1.737 0.384 0.025
C -0.796 -0.951 1.144 -0.311
C -1.325 -0.144 2.343 -0.043
C 0.674 -0.743 0.806 -0.220
C 1.286 0.561 0.910 -0.254
C 0.854 1.588 -0.181 -0.138
C 1.123 0.854 -1.527 -0.265
O 2.372 0.205 -1.543 -0.063
H -1.340 -2.386 -0.522 0.106
H -2.483 -1.733 0.739 0.018
H -0.650 -0.193 3.149 0.064
H -1.458 0.840 2.128 0.033
H -2.234 -0.518 2.817 0.084
H 0.784 -1.062 -0.220 0.086
H 1.317 -1.446 1.262 0.113
H 2.443 0.527 0.919 0.139
H 1.084 1.120 1.875 0.120
H 1.241 2.497 0.022 0.057
H -0.291 1.712 0.151 0.137
H 1.145 1.661 -2.273 0.112
H 0.343 0.047 -1.682 0.113
H 2.236 -0.600 -2.002 0.071
O -2.259 0.002 -1.753 -0.098
H -2.129 0.660 -0.914 0.116
H -2.554 0.647 -2.358 -0.003


Entry 7:
25
Properties=species:S:1:pos:R:3:lowdin_charge:R:1 method="wB97M-V/def2-TZVPD" smiles=CCO[C@@H](O)C(C)(C)C de_lowest_kcal_mol=14.6 spin_multiplicity=1 total_energy_ha=-426.79264 homo_energy_ev=-10.10 gap_ha=0.403
C 2.621 -1.660 -0.801 -0.068
C 2.388 -0.156 -0.682 -0.248
O 1.023 0.225 -0.696 -0.104
C 0.284 -0.106 0.454 -0.412
O 0.851 0.448 1.606 0.016
C -1.178 0.349 0.223 -0.540
C -2.019 -0.071 1.430 -0.043
C -1.706 -0.328 -1.042 -0.042
C -1.227 1.870 0.052 -0.038
H 3.681 -1.846 -0.953 0.074
H 2.067 -2.058 -1.649 0.079
H 2.308 -2.176 0.103 0.068
H 2.866 0.221 0.232 0.115
H 2.816 0.357 -1.547 0.121
H 0.303 -1.191 0.634 0.158
H 0.852 1.410 1.499 0.104
H -1.587 0.314 2.352 0.082
H -3.031 0.314 1.329 0.085
H -2.067 -1.155 1.504 0.085
H -1.648 -1.412 -0.946 0.087
H -1.113 -0.031 -1.900 0.082
H -2.748 -0.052 -1.217 0.087
H -2.223 2.176 -0.254 0.087
H -0.993 2.378 0.983 0.080
H -0.521 2.180 -0.712 0.086


Entry 8:
28
Properties=species:S:1:pos:R:3:lowdin_charge:R:1 method="wB97M-V/def2-TZVPD" de_lowest_kcal_mol=1.7 spin_multiplicity=2 total_energy_ha=-715.81603 homo_energy_ev="-20.50 / -20.58" gap_ha="0.185 / 0.189" total_charge=+3
C 2.763 0.869 -0.387 0.041
O 1.391 0.455 -0.234 -0.454
C 0.866 0.597 1.036 -0.028
C -0.473 -0.016 1.197 -0.077
O -1.206 0.219 -0.019 -0.323
C -2.393 -0.556 -0.212 -0.084
C -2.860 -0.283 -1.621 -0.104
O -1.726 -0.423 -2.492 -0.495
C -2.061 -0.543 -3.878 0.022
Bi -0.042 0.283 -1.670 2.373
H 3.075 0.594 -1.398 0.122
H 2.831 1.954 -0.247 0.142
H 3.372 0.338 0.352 0.143
H 1.185 1.487 1.579 0.170
H 2.392 0.130 3.186 -0.011
H -1.001 0.428 2.049 0.188
H -0.409 -1.108 1.348 0.177
H -3.163 -0.255 0.510 0.191
H -2.151 -1.619 -0.073 0.174
H -3.259 0.735 -1.728 0.175
H -3.631 -1.010 -1.903 0.185
H -1.123 -0.596 -4.440 0.121
H -2.638 -1.462 -4.029 0.145
H -2.642 0.332 -4.196 0.143
C 3.067 -0.088 4.103 -0.030
H 3.228 0.843 4.660 0.036
H 4.031 -0.482 3.759 0.029
H 2.575 -0.824 4.748 0.031


Entry 9:
33
Properties=species:S:1:pos:R:3:lowdin_charge:R:1 method="wB97M-V/def2-TZVPD" spin_multiplicity=1 total_energy_ha=-2146.71871 homo_energy_ev=-12.94 gap_ha=0.347 total_charge=+1
C 0.450 -3.508 -0.642 -0.164
Si -0.018 -1.784 -1.148 0.546
C 0.741 -1.327 -2.772 -0.162
C -1.830 -1.469 -1.031 -0.167
C 0.856 -0.673 0.191 -0.125
N 2.183 -0.591 0.457 0.137
C 2.411 0.288 1.476 -0.384
P 4.047 0.620 2.261 0.729
N 4.218 -0.098 3.610 -0.262
N 1.270 0.769 1.883 0.197
N 0.395 0.173 1.094 -0.100
F -0.892 0.454 1.275 0.117
H 0.145 -4.214 -1.419 0.053
H 1.527 -3.625 -0.479 0.038
H -0.045 -3.782 0.296 0.049
H 0.174 -1.887 -3.526 0.054
H 1.782 -1.657 -2.845 0.042
H 0.681 -0.267 -3.028 0.047
H -2.070 -0.418 -1.203 -0.004
H -2.337 -2.088 -1.777 0.056
H -2.205 -1.758 -0.044 0.049
H 2.887 -1.128 -0.033 0.170
H 3.982 2.018 2.240 0.016
H 4.850 0.309 1.148 0.007
H 4.967 -0.777 3.671 -0.009
Cl -2.007 2.417 -1.115 0.540
C -3.084 2.723 0.284 -0.652
C -4.133 3.757 -0.040 -0.663
Cl -3.416 5.368 -0.272 0.559
H -2.457 3.049 1.109 0.066
H -3.563 1.778 0.535 0.072
H -4.833 3.827 0.790 0.078
H -4.675 3.499 -0.946 0.071


Entry 10:
38
Properties=species:S:1:pos:R:3:lowdin_charge:R:1 method="wB97M-V/def2-TZVPD" spin_multiplicity=1 total_energy_ha=-2142.53634 homo_energy_ev=-19.62 gap_ha=0.134 total_charge=+3
C -2.489 0.946 -1.042 -0.051
C -2.312 -0.086 -2.335 -0.126
O -1.546 -1.305 -2.009 -0.037
C -0.382 -1.482 -2.891 -0.047
C 0.972 -0.951 -2.098 -0.046
O 1.316 -1.951 -1.067 -0.084
C 1.934 -1.334 0.118 -0.147
Si 0.483 -0.927 1.368 0.604
O 1.150 0.159 2.578 -0.382
Si 0.358 1.734 2.557 0.551
C 0.798 2.784 0.956 -0.351
O 0.000 3.814 0.668 0.036
N 2.039 2.354 0.210 0.078
C 1.957 2.594 -1.279 -0.211
O 0.851 2.684 -2.020 0.035
F 3.270 2.684 -2.017 0.020
P -0.484 -2.733 2.197 0.718
O -1.479 -3.392 1.113 -0.256
O 0.813 -3.885 2.494 -0.183
O -1.381 -2.352 3.673 -0.179
H -1.458 1.457 -0.728 0.070
H -3.290 1.760 -1.306 0.128
H -2.864 0.360 -0.079 0.103
H -3.420 -0.443 -2.593 0.207
H -1.828 0.561 -3.190 0.163
H -0.482 -0.983 -3.946 0.184
H -0.212 -2.648 -3.071 0.201
H 0.705 0.103 -1.665 0.122
H 1.900 -0.856 -2.828 0.229
H 2.754 -2.024 0.638 0.182
H 2.399 -0.291 -0.175 0.132
H -0.538 -0.242 0.575 -0.006
H -1.090 1.597 2.634 0.001
H 0.834 2.575 3.685 -0.195
H 2.811 2.984 0.580 0.178
H 0.679 -4.608 1.793 0.129
H -2.228 -1.857 3.440 0.114
In -0.542 3.203 5.063 1.117


Entry 11:
30
Properties=species:S:1:pos:R:3:lowdin_charge:R:1 method="wB97M-V/def2-TZVPD" spin_multiplicity=1 total_energy_ha=-1290.20270 homo_energy_ev=-9.35 gap_ha=0.365
O 1.282 -2.339 0.080 0.058
C 1.498 -1.787 -0.977 -0.351
O 0.692 -0.930 -1.606 -0.025
C -0.242 -0.221 -0.763 -0.176
C -1.263 0.447 -1.678 -0.199
C -2.581 0.735 -0.977 -0.263
C -3.301 -0.497 -0.401 -0.316
Si -3.445 -1.923 -1.595 0.559
F -4.368 -3.070 -0.969 -0.217
H 2.437 -1.953 -1.518 0.140
H -0.714 -0.872 -0.037 0.110
H 0.294 0.555 -0.224 0.085
H -0.834 1.407 -1.961 0.116
H -1.371 -0.123 -2.599 0.101
H -3.258 1.263 -1.644 0.105
H -2.400 1.422 -0.151 0.112
H -2.848 -0.837 0.528 0.071
H -4.318 -0.205 -0.133 0.073
H -2.120 -2.494 -1.904 -0.021
H -4.086 -1.463 -2.844 -0.026
C 2.659 1.497 3.401 -0.268
S 2.629 2.122 1.718 0.829
O 1.341 1.677 1.119 -0.557
C 3.898 1.021 1.083 -0.265
H 1.895 2.025 3.967 0.050
H 2.443 0.428 3.397 0.061
H 3.638 1.688 3.839 0.054
H 3.595 -0.015 1.241 0.057
H 4.841 1.226 1.591 0.053
H 4.007 1.216 0.019 0.051


Entry 12:
27
Properties=species:S:1:pos:R:3:lowdin_charge:R:1 method="wB97M-V/def2-TZVPD" smiles=CCC(C)(CC)NN(C)I de_lowest_kcal_mol=2.0 spin_multiplicity=1 total_energy_ha=-684.00267 homo_energy_ev="-7.99 / -7.99" gap_ha="0.284 / 0.284"
C 2.624 0.543 -0.355 -0.107
C 1.494 -0.371 0.111 -0.232
C 0.068 0.297 -0.172 -0.384
C -0.023 1.549 0.757 -0.012
C -0.124 0.601 -1.673 -0.224
C -0.143 -0.628 -2.588 -0.092
N -1.170 -0.621 0.235 -0.071
N -1.153 -1.276 1.328 -0.352
C -2.543 -1.503 1.786 -0.176
I -0.293 -3.524 1.093 0.323
H 3.231 0.070 -1.180 0.099
H 3.241 0.700 0.488 0.056
H 2.093 1.432 -0.659 0.051
H 1.688 -0.648 1.183 0.107
H 1.552 -1.383 -0.504 0.098
H -0.720 1.481 1.489 0.036
H 0.924 1.923 1.093 0.074
H -0.380 2.355 0.095 0.087
H 0.530 1.342 -2.099 0.105
H -1.126 1.059 -1.771 0.117
H -0.551 -0.347 -3.547 0.061
H 0.894 -0.998 -2.839 0.093
H -0.859 -1.365 -2.086 0.087
H -1.853 -0.751 -0.453 0.103
H -2.328 -2.341 2.473 0.019
H -2.978 -0.674 2.367 0.091
H -3.185 -1.789 1.034 0.042